Below is the ion C5H11N2S with charge +1 in a non-equilibrium geometry, with properties calculated with ωB97M-V/def2-TZVPD.

Values from the calculation:
Gap between HOMO and LUMO, eV: 9.8868
Multiplicity: 1
E_LUMO, eV: -3.7
ΔE to the lowest compared entry with this formula, charge and spin, kcal per mole: 61.1
E_HOMO, eV: -13.5724
Total charge: +1

Last columns: bonded neighbours and bond lengths (Å).
Atoms and positions in Å:
1 H 1.03 -0.38 2.14  C14 1.080
2 H -2.06 -0.28 2.18  C6 1.127
3 N -0.59 1.09 0.22  C7 1.222, C13 1.283
4 S 0.19 1.91 -2.16  C13 1.758, C19 1.839
5 H 1.03 -1.43 0.60  C14 1.152
6 C -1.49 -0.77 1.34  H2 1.127, C7 1.426, H10 1.184, H17 1.059
7 C -0.44 0.00 0.75  N3 1.222, C6 1.426, C14 1.594
8 H -0.68 0.11 -3.46  C19 1.071
9 H -1.52 0.38 -1.86  C19 1.104
10 H -1.12 -1.61 2.08  C6 1.184
11 H 2.57 0.53 -0.39  N12 1.042
12 N 1.92 0.69 0.41  H11 1.042, C14 1.507, H16 1.000
13 C 0.21 1.88 -0.40  N3 1.283, S4 1.758, H15 1.102
14 C 1.08 -0.38 1.06  H1 1.080, H5 1.152, C7 1.594, N12 1.507
15 H 0.31 2.92 -0.06  C13 1.102
16 H 2.46 0.99 1.19  N12 1.000
17 H -2.09 -1.18 0.58  C6 1.059
18 H 0.08 -0.48 -1.89  C19 1.112
19 C -0.57 0.26 -2.41  S4 1.839, H8 1.071, H9 1.104, H18 1.112